Here is C4H6CuO2 as an isolated structure at a distorted geometry from the Open Molecules 2025 dataset. Energies are from ωB97M-V/def2-TZVPD.

Geometry (Å):
O1 -2.369 0.027 -0.663
C1 -1.366 1.027 -0.507
H1 -2.905 0.268 -1.424
H2 -1.654 1.607 0.386
C2 0.022 0.476 -0.413
C3 0.359 -0.313 0.630
C4 1.676 -1.065 0.775
O2 2.645 -0.759 -0.176
Cu1 1.809 0.531 -1.246
H3 -0.336 -0.477 1.472
H4 -1.370 1.698 -1.399
H5 1.436 -2.151 0.762
H6 2.052 -0.871 1.804

Properties
Multiplicity: 2
Energy relative to the best compared isomer or geometry (same formula, charge and spin) in eV: 0.000
Frontier orbital gap (spin up / spin down) in hartree: 0.3106 / 0.2621
HOMO energy (spin up / spin down) in eV: -9.072 / -8.905

Atom charges from the Mulliken analysis, given in e for atoms 1 to 5:
1. O -0.504
2. C -0.154
3. H 0.317
4. H 0.219
5. C 0.101